18
Properties=species:S:1:pos:R:3 method="wB97M-V/def2-TZVPD" homo_energy_ev=-7.681 smiles="C=CCN/C=C/C" total_charge=0 orbital_gap_ev=8.90
H -1.771 -2.588 2.472
H 1.030 -0.910 -1.258
N 0.241 -0.372 -1.055
H -0.356 1.658 -0.911
H 1.892 3.057 -1.334
C 2.234 2.562 -0.410
H -0.032 -2.522 0.624
C -2.019 -1.964 1.624
H -2.380 -1.015 1.905
H -1.709 -0.248 -0.458
H 2.930 3.089 0.230
C -0.885 -1.840 0.721
H 0.532 1.363 -2.399
H 1.736 0.861 0.626
C 0.487 1.035 -1.304
C -0.764 -0.823 -0.149
C 1.560 1.473 -0.222
H -2.725 -2.816 1.296

78
Properties=species:S:1:pos:R:3 method="wB97M-V/def2-TZVPD" homo_energy_ev="-4.740 / -4.855" multiplicity=4 total_charge=-1 orbital_gap_ev="6.40 / 6.51"
C -4.054 -2.929 -0.322
O 10.266 0.457 -0.236
C 1.349 -0.182 2.895
C 2.580 0.210 -0.624
H -3.483 -2.060 -5.627
H -4.668 -6.224 -0.887
H -4.126 -5.459 -3.208
H -4.145 0.581 4.379
H -4.298 -1.276 -4.257
H 6.444 0.289 2.038
H -3.673 4.554 5.951
N 3.916 0.115 1.083
H -4.497 -2.386 1.749
C -3.787 -3.455 -2.660
N -0.992 -0.218 1.433
H -1.992 0.307 -3.112
Cr -3.196 0.304 -0.752
O -3.060 1.645 0.685
C -4.407 -5.190 -1.079
C 8.915 0.401 -0.253
C 6.769 0.323 -1.327
H 2.272 -0.161 3.463
C -3.465 -1.907 -4.549
N -3.841 -0.088 2.008
C -4.084 -2.019 0.812
C -3.938 2.516 5.316
H 10.723 -0.371 -2.094
H -4.200 2.160 6.306
C -4.394 -4.263 -0.066
C -5.610 1.538 -1.606
C 6.124 0.288 -0.100
C 6.906 0.309 1.055
H 11.979 0.586 -1.288
C 8.286 0.364 0.986
C 1.385 -0.037 1.500
N -3.675 -0.820 0.813
C 0.134 0.347 -3.394
C 8.155 0.380 -1.415
C 0.170 -0.042 0.802
C 4.645 0.233 -0.068
O -6.784 1.813 -1.747
C 1.344 0.229 -1.362
O -5.140 0.622 -0.783
C -3.278 3.424 2.777
C 0.135 0.129 -0.663
C -1.012 -0.372 2.740
C 2.584 0.099 0.728
H -3.028 3.755 1.776
C 0.145 -0.348 3.525
H 6.163 0.305 -2.226
H 8.624 0.401 -2.390
H 0.052 0.426 -4.470
H -4.644 -4.552 0.952
H 2.277 0.423 -3.286
C -1.034 0.272 -2.626
C -3.494 1.156 1.802
H -2.535 -1.415 -4.275
H 8.897 0.381 1.882
H 10.609 1.403 -2.061
N -1.057 0.188 -1.306
C -3.903 1.629 4.249
O -3.544 -3.221 -3.990
O -3.384 -1.254 -1.889
O -4.681 3.148 -3.188
H 0.076 -0.456 4.599
C -4.483 2.241 -2.408
C -4.105 -4.764 -2.374
N 3.869 0.290 -1.119
C 10.918 0.522 -1.497
C -3.569 2.081 2.973
C -3.643 3.861 5.117
H -3.094 5.362 3.684
C 1.332 0.345 -2.759
H -1.994 -0.515 3.190
C -3.725 -2.485 -1.627
H 4.285 0.026 2.010
O -3.295 1.719 -2.152
C -3.316 4.313 3.845

8
Properties=species:S:1:pos:R:3 method="wB97M-V/def2-TZVPD" homo_energy_ev="-4.812 / -5.313" multiplicity=9 total_charge=0 orbital_gap_ev="4.17 / 4.36"
H 2.397 2.770 0.119
O -0.257 -1.657 1.568
O 1.441 1.489 -1.180
H 0.643 2.485 0.488
C 0.707 0.514 -1.060
Eu -1.347 -0.893 -0.031
C 1.389 2.672 -0.290
H 1.126 3.517 -0.930